Record 1
This record from the OMol25 dataset describes a structure of composition C6H8 in a non-equilibrium geometry. The level of theory is ωB97M-V with the def2-TZVPD basis set.

The geometry in XYZ format:
```
14
Properties=species:S:1:pos:R:3
C 2.15 -0.04 0.32
C 0.83 -0.04 -0.11
C -0.05 1.16 -0.47
C -1.45 0.69 0.42
C -1.39 -0.85 -0.04
C -0.11 -1.22 -0.22
H 2.83 -0.96 0.34
H 2.79 0.87 0.50
H -0.23 1.19 -1.83
H 0.63 2.43 -0.18
H -2.75 1.39 0.15
H -1.27 0.72 1.90
H -2.19 -1.56 0.13
H 0.21 -2.27 -0.40
```

For the frontier orbital gap, the calculation gives 9.3 eV. As for the charge: 0. The calculation puts the molar mass at 80.13 g mol⁻¹. The value obtained for the HOMO energy is -8.70 eV. The electronic energy comes out at -233.15661 hartree.

Now the natural (NBO) charges, all in e: number 1, C, carries -0.402; number 2, C, carries -0.085; number 3, C, carries -0.431; number 4, C, carries -0.440; number 5, C, carries -0.220; number 6, C, carries -0.224; number 7, H, carries 0.208; number 8, H, carries 0.209; number 9, H, carries 0.253; number 10, H, carries 0.221; number 11, H, carries 0.230; number 12, H, carries 0.235; number 13, H, carries 0.220; number 14, H, carries 0.226


Record 2
This record from the OMol25 dataset describes the molecule C6H8 in a non-equilibrium geometry. The level of theory is ωB97M-V with the def2-TZVPD basis set.

The geometry in XYZ format:
```
14
Properties=species:S:1:pos:R:3
C 0.06 1.34 0.26
C 0.56 0.10 0.40
C -1.38 0.36 -0.48
C -2.58 0.63 -0.88
C -0.46 -0.77 -0.35
C 1.90 -0.27 0.88
H 0.03 2.32 0.53
H -3.15 -0.16 -1.11
H -2.94 1.66 -1.00
H 0.04 -1.06 -1.29
H -0.71 -1.69 0.20
H 2.16 0.16 1.87
H 2.88 -0.05 0.38
H 2.03 -1.38 1.06
```

For the frontier orbital gap (spin up / spin down), the calculation gives 6.2 / 7.5 eV. As for the charge: 0. Its expectation value of S² is 2.014. The calculation puts the molar mass at 80.13 g mol⁻¹. Its spin multiplicity is 3. The value obtained for the HOMO energy (spin up / spin down) is -5.10 / -9.36 eV. The electronic energy comes out at -233.11248 hartree.

Now the natural (NBO) charges, all in e: number 1, C, carries -0.129; number 2, C, carries 0.031; number 3, C, carries 0.045; number 4, C, carries -0.438; number 5, C, carries -0.525; number 6, C, carries -0.696; number 7, H, carries 0.184; number 8, H, carries 0.196; number 9, H, carries 0.218; number 10, H, carries 0.233; number 11, H, carries 0.226; number 12, H, carries 0.222; number 13, H, carries 0.214; number 14, H, carries 0.219


Record 3
This record from the OMol25 dataset describes the molecule C6H8 in a non-equilibrium geometry. The level of theory is ωB97M-V with the def2-TZVPD basis set.

The geometry in XYZ format:
```
14
Properties=species:S:1:pos:R:3
C 0.05 -0.01 1.04
C 0.79 0.21 2.10
C -0.60 -1.28 -0.56
C -1.27 -0.11 0.42
C -0.02 0.03 -0.43
C 0.58 0.86 -1.40
H 1.82 0.39 1.98
H 0.24 0.35 2.96
H -0.20 -2.25 -0.10
H -1.16 -1.53 -1.57
H -2.28 0.31 0.45
H 0.46 1.86 -1.01
H 0.02 0.70 -2.31
H 1.58 0.47 -1.57
```

For the frontier orbital gap (spin up / spin down), the calculation gives 5.2 / 8.0 eV. As for the charge: 0. Its expectation value of S² is 2.006. The calculation puts the molar mass at 80.13 g mol⁻¹. Its spin multiplicity is 3. The value obtained for the HOMO energy (spin up / spin down) is -4.12 / -9.68 eV. The electronic energy comes out at -233.09876 hartree.

Now the natural (NBO) charges, all in e: number 1, C, carries -0.091; number 2, C, carries -0.307; number 3, C, carries -0.356; number 4, C, carries -0.205; number 5, C, carries -0.062; number 6, C, carries -0.620; number 7, H, carries 0.176; number 8, H, carries 0.173; number 9, H, carries 0.212; number 10, H, carries 0.177; number 11, H, carries 0.236; number 12, H, carries 0.225; number 13, H, carries 0.217; number 14, H, carries 0.226


Record 4
This record from the OMol25 dataset describes a structure of composition C6H8AgMgO6 in a non-equilibrium geometry. The level of theory is ωB97M-V with the def2-TZVPD basis set.

The geometry in XYZ format:
```
22
Properties=species:S:1:pos:R:3
O 2.69 0.21 1.07
C -0.34 2.73 -0.20
C 1.73 0.91 0.72
O -1.21 2.95 0.66
O 0.90 3.10 0.14
C 1.93 2.15 -0.11
H 0.79 0.87 1.31
H -1.51 -0.19 -2.15
H 1.94 1.86 -1.17
H 2.88 2.62 0.19
Ag 2.50 -2.18 2.03
Mg -2.41 2.81 -1.05
O -1.54 -2.07 0.78
C -0.27 -2.42 1.09
C -1.89 -1.86 -0.59
O 0.04 -2.33 2.31
O 0.57 -2.65 0.19
C -1.18 -0.68 -1.23
H -2.98 -1.75 -0.59
H -1.69 -2.78 -1.15
H -0.44 -1.17 -1.88
H -0.52 -0.13 -0.38
```

For the frontier orbital gap (spin up / spin down), the calculation gives 6.0 / 7.5 eV. As for the charge: 0. Its expectation value of S² is 0.751. The calculation puts the molar mass at 308.30 g mol⁻¹. Its spin multiplicity is 2. The value obtained for the HOMO energy (spin up / spin down) is -7.06 / -8.70 eV. The electronic energy comes out at -1031.78950 hartree.

Now the natural (NBO) charges, all in e: number 1, O, carries -0.591; number 2, C, carries 0.195; number 3, C, carries 0.442; number 4, O, carries -0.806; number 5, O, carries -0.546; number 6, C, carries -0.188; number 7, H, carries 0.160; number 8, H, carries 0.233; number 9, H, carries 0.219; number 10, H, carries 0.235; number 11, Ag, carries 0.915; number 12, Mg, carries 0.894; number 13, O, carries -0.526; number 14, C, carries 0.954; number 15, C, carries -0.069; number 16, O, carries -0.823; number 17, O, carries -0.821; number 18, C, carries -0.706; number 19, H, carries 0.181; number 20, H, carries 0.188; number 21, H, carries 0.239; number 22, H, carries 0.220


Record 5
This record from the OMol25 dataset describes a structure of composition C6H8AgO5 in a non-equilibrium geometry. The level of theory is ωB97M-V with the def2-TZVPD basis set.

The geometry in XYZ format:
```
20
Properties=species:S:1:pos:R:3
Ag -2.50 -1.53 0.19
O -1.44 0.61 0.37
O -0.06 1.76 -0.98
C 0.97 2.73 -0.81
C 1.18 2.78 0.71
O 0.23 1.85 1.22
C -0.27 1.07 0.20
H 1.87 2.41 -1.35
H 0.61 3.68 -1.22
H 0.96 3.77 1.14
H 2.19 2.47 1.00
O 0.33 -1.62 -0.06
C 1.36 -2.58 -0.48
C 2.62 -1.70 -0.51
O 2.10 -0.39 -0.13
C 0.85 -0.45 0.12
H 1.39 -3.37 0.28
H 1.06 -2.97 -1.45
H 3.06 -1.60 -1.51
H 3.38 -1.98 0.22
```

For the frontier orbital gap, the calculation gives 8.2 eV. As for the charge: +1. The calculation puts the molar mass at 267.99 g mol⁻¹. The value obtained for the HOMO energy is -13.38 eV. The electronic energy comes out at -756.24931 hartree.

Now the natural (NBO) charges, all in e: number 1, Ag, carries 0.953; number 2, O, carries -0.855; number 3, O, carries -0.504; number 4, C, carries -0.106; number 5, C, carries -0.105; number 6, O, carries -0.505; number 7, C, carries 0.875; number 8, H, carries 0.184; number 9, H, carries 0.212; number 10, H, carries 0.212; number 11, H, carries 0.184; number 12, O, carries -0.480; number 13, C, carries -0.127; number 14, C, carries -0.131; number 15, O, carries -0.416; number 16, C, carries 0.690; number 17, H, carries 0.226; number 18, H, carries 0.225; number 19, H, carries 0.232; number 20, H, carries 0.232


Record 6
This record from the OMol25 dataset describes the molecule C6H8BNO2 in a non-equilibrium geometry. The level of theory is ωB97M-V with the def2-TZVPD basis set.

The geometry in XYZ format:
```
18
Properties=species:S:1:pos:R:3
N 0.15 -1.92 2.26
C 0.30 -1.12 1.17
C 1.54 -1.21 0.49
C 1.92 -0.50 -0.63
C 0.99 0.43 -1.08
C -0.18 0.63 -0.40
B -1.26 1.67 -1.03
O -1.92 2.51 -0.06
O -1.72 1.55 -2.32
C -0.55 -0.05 0.70
H -0.72 -1.96 2.68
H 0.66 -2.76 2.25
H 2.25 -2.00 0.86
H 2.98 -0.54 -0.94
H 1.16 1.04 -1.90
H -2.59 3.24 -0.20
H -1.45 0.81 -2.89
H -1.57 0.19 1.05
```

For the frontier orbital gap, the calculation gives 8.4 eV. As for the charge: 0. Its structure (SMILES) is Nc1cccc(B(O)O)c1. The calculation puts the molar mass at 136.95 g mol⁻¹. The value obtained for the HOMO energy is -7.83 eV. The electronic energy comes out at -463.60960 hartree.

Now the natural (NBO) charges, all in e: number 1, N, carries -0.783; number 2, C, carries 0.179; number 3, C, carries -0.264; number 4, C, carries -0.195; number 5, C, carries -0.242; number 6, C, carries -0.361; number 7, B, carries 1.146; number 8, O, carries -0.936; number 9, O, carries -0.911; number 10, C, carries -0.249; number 11, H, carries 0.381; number 12, H, carries 0.380; number 13, H, carries 0.192; number 14, H, carries 0.220; number 15, H, carries 0.198; number 16, H, carries 0.511; number 17, H, carries 0.511; number 18, H, carries 0.223


Record 7
This record from the OMol25 dataset describes a structure of composition C6H8BeLiO6 in a non-equilibrium geometry. The level of theory is ωB97M-V with the def2-TZVPD basis set.

The geometry in XYZ format:
```
22
Properties=species:S:1:pos:R:3
O -1.21 0.13 1.07
C -1.11 -0.20 -0.36
C -2.20 1.16 1.27
O -1.01 -1.40 -0.62
O -2.10 0.50 -0.95
C -2.52 1.61 -0.15
H -1.77 1.97 1.87
H -3.06 0.71 1.77
H -1.96 2.50 -0.44
H -3.59 1.76 -0.32
Be 0.56 0.16 1.63
O 1.03 1.50 0.46
O 1.76 0.16 -1.16
C 2.93 -0.15 -0.38
C 2.66 -1.39 0.49
O 1.43 -1.35 1.17
C 0.78 0.85 -0.58
H 3.72 -0.37 -1.10
H 3.22 0.71 0.24
H 3.49 -1.51 1.20
H 2.76 -2.27 -0.17
Li 0.21 -2.49 0.33
```

For the frontier orbital gap, the calculation gives 7.7 eV. As for the charge: +1. The calculation puts the molar mass at 192.08 g mol⁻¹. The value obtained for the HOMO energy is -12.77 eV. The electronic energy comes out at -706.95625 hartree.

Now the natural (NBO) charges, all in e: number 1, O, carries -0.719; number 2, C, carries 0.896; number 3, C, carries -0.100; number 4, O, carries -0.762; number 5, O, carries -0.474; number 6, C, carries -0.105; number 7, H, carries 0.211; number 8, H, carries 0.218; number 9, H, carries 0.205; number 10, H, carries 0.234; number 11, Be, carries 1.724; number 12, O, carries -0.881; number 13, O, carries -0.485; number 14, C, carries -0.129; number 15, C, carries -0.095; number 16, O, carries -1.120; number 17, C, carries 0.611; number 18, H, carries 0.231; number 19, H, carries 0.208; number 20, H, carries 0.203; number 21, H, carries 0.173; number 22, Li, carries 0.957


Record 8
This record from the OMol25 dataset describes a cluster of 2 separate species, C6H8Br2O2 in total in a non-equilibrium geometry. The level of theory is ωB97M-V with the def2-TZVPD basis set.

The geometry in XYZ format:
```
18
Properties=species:S:1:pos:R:3
C 1.18 -1.21 2.14
C 1.40 -1.28 0.89
C -1.76 0.95 -0.18
C -1.66 -0.14 -1.24
C 0.46 0.43 -0.58
C 1.69 0.95 -1.17
O -0.39 1.13 0.19
O -0.29 -0.31 -1.49
Br 2.43 -2.29 -0.27
Br 2.96 1.70 0.14
H 1.75 -1.83 2.99
H 0.74 -0.30 2.53
H -2.23 1.84 -0.54
H -2.39 0.76 0.60
H -2.08 -1.09 -0.82
H -2.14 0.17 -2.21
H 1.66 1.77 -1.90
H 2.08 0.11 -1.62
```

For the frontier orbital gap (spin up / spin down), the calculation gives 8.1 / 8.1 eV. As for the charge: 0. The calculation puts the molar mass at 271.94 g mol⁻¹. The value obtained for the HOMO energy (spin up / spin down) is -7.63 / -7.63 eV. The electronic energy comes out at -5531.75629 hartree.

Now the natural (NBO) charges, all in e: number 1, C, carries -0.538; number 2, C, carries -0.200; number 3, C, carries -0.091; number 4, C, carries -0.100; number 5, C, carries 0.670; number 6, C, carries -0.504; number 7, O, carries -0.499; number 8, O, carries -0.508; number 9, Br, carries 0.066; number 10, Br, carries 0.010; number 11, H, carries 0.201; number 12, H, carries 0.226; number 13, H, carries 0.182; number 14, H, carries 0.195; number 15, H, carries 0.195; number 16, H, carries 0.200; number 17, H, carries 0.246; number 18, H, carries 0.249